ORCA calculation (ωB97M-V/def2-TZVPD) on C37H45Br72N3O6P2S2 as an isolated structure.

Computed properties:
DFT total energy, eV: -5139145.4911
Frontier orbital gap, eV: 6.949

```
167
Properties=species:S:1:pos:R:3:forces:R:3
N 5.78849 0.77402 3.09357 -0.82 -0.74 0.26
C 4.36168 0.39714 2.73372 0.15 -0.47 -0.51
C 3.84624 1.11519 1.39005 0.22 0.67 0.00
C 2.63824 2.18200 1.65926 0.63 0.25 -1.02
C 1.25335 1.70599 0.98985 0.16 0.51 -0.28
C -0.00841 2.59841 1.38902 -1.68 3.24 2.42
C 0.15746 3.75498 2.42328 -1.83 -1.19 -1.81
C -1.02836 4.71625 2.83300 0.36 -1.12 -1.08
N -0.91003 5.82980 3.75550 -4.01 -3.06 -3.71
S -2.53098 6.42894 3.70369 1.92 -3.07 0.91
N -3.41260 5.42436 2.62304 5.31 -3.89 1.98
C -2.42891 4.45439 2.15650 0.61 0.74 0.78
C -2.68029 3.29771 1.09682 3.10 0.08 1.02
C -4.14691 3.20178 0.47796 0.34 -0.11 0.13
C -4.95853 1.86898 0.87756 -1.11 0.30 -0.18
C -4.64192 1.30473 2.35212 0.92 0.03 -1.31
S -6.12992 0.72049 3.30629 -0.36 -3.80 6.03
O -5.89085 -0.74096 3.67772 -0.63 3.67 -2.48
O -6.33272 1.45038 4.61939 0.32 -0.38 -4.48
O -7.56870 0.80843 2.45505 1.98 -0.06 -0.16
C -1.46682 2.40326 0.74439 -1.20 2.18 2.17
P -1.64547 1.01762 -0.54581 1.10 1.40 -0.20
P -1.57217 -0.97847 0.41602 -4.37 -3.57 1.87
O -3.01542 -1.55556 0.50201 3.77 1.73 -0.49
O -0.99387 -0.86796 2.01883 0.37 -0.53 -2.74
O -0.68112 -2.09278 -0.52904 -0.14 3.01 0.84
H 6.45400 0.13335 2.61761 -0.72 0.48 0.54
H 5.84545 0.60830 4.11719 0.26 -0.06 -0.98
H 4.35560 -0.75989 2.63493 -0.62 1.85 0.16
H 3.71201 0.75081 3.60298 0.84 -0.73 -1.21
H 3.51844 0.38858 0.56482 0.46 0.78 1.32
H 4.74767 1.70141 0.95589 -1.48 -0.96 0.73
H 2.55227 2.42317 2.77867 0.07 -0.48 -1.71
H 2.96483 3.13499 1.08532 -0.70 -1.30 1.25
H 1.13255 0.58654 1.20223 -0.27 1.57 -0.15
H 1.38806 1.82154 -0.15716 -0.27 -0.30 1.77
H 1.16962 3.98886 2.92196 -1.84 -0.59 -1.05
H -4.08418 3.23916 -0.66431 -0.03 0.01 1.58
H -4.76179 4.11908 0.80332 1.18 -1.36 -0.35
H -6.08294 2.14865 0.83005 1.83 -0.34 0.06
H -4.82744 1.05908 0.06115 -0.01 1.13 1.69
H -3.97740 0.36535 2.20749 -1.30 1.34 0.66
H -4.10179 2.05810 3.03968 -1.13 -1.11 -1.03
H -7.56226 0.15831 1.70195 0.21 0.55 0.99
H -3.00101 1.08776 -1.06301 0.75 -0.31 1.05
H -0.71834 -1.75850 2.35146 -0.45 0.73 -0.51
H -0.17710 -1.62295 -1.24734 -0.46 -0.59 0.97
C -7.76250 4.72016 6.27500 0.09 -0.15 0.04
Br -6.47040 5.24404 4.92699 -0.19 -0.15 0.29
Br -7.84893 6.00483 7.72651 0.00 -0.18 -0.32
Br -9.51083 4.38159 5.50686 0.34 0.14 0.17
H -7.41398 3.77978 6.70131 -0.05 0.23 -0.15
C -9.85606 6.31619 1.82467 -0.01 0.05 -0.13
Br -9.65439 4.38670 1.77405 0.00 0.33 -0.03
Br -11.39072 6.85457 2.88158 0.29 -0.12 -0.23
Br -8.23166 7.19612 2.41623 -0.38 -0.13 -0.17
H -10.04148 6.64317 0.80262 0.05 -0.10 0.30
C 4.71237 -2.87019 -0.73844 -0.05 -0.06 -0.13
Br 2.98085 -2.88477 0.14166 0.21 0.20 -0.19
Br 4.63488 -1.98302 -2.45988 0.00 -0.07 0.48
Br 6.09727 -2.12079 0.39279 -0.24 -0.07 -0.29
H 4.98293 -3.90888 -0.92643 -0.03 0.27 0.06
C 7.46802 3.21085 3.72756 0.05 -0.05 -0.14
Br 9.31640 3.79071 3.61687 -0.33 -0.01 0.05
Br 6.68658 3.59653 5.46139 0.15 -0.04 -0.32
Br 6.39603 3.93681 2.28260 0.32 0.02 0.33
H 7.46604 2.12722 3.61348 -0.14 0.44 -0.05
C 6.03104 4.28821 -1.98991 0.06 0.03 -0.14
Br 6.12455 2.35006 -1.99916 -0.01 0.31 0.12
Br 4.63610 4.92153 -0.80079 0.24 -0.11 -0.17
Br 7.74656 5.09970 -1.59038 -0.38 -0.22 -0.02
H 5.75887 4.59808 -2.99790 0.05 -0.09 0.30
C 5.94668 -5.42089 2.98437 -0.07 0.10 0.15
Br 5.64784 -3.70011 3.83055 -0.01 -0.35 -0.11
Br 5.61239 -6.89123 4.20373 0.03 0.32 -0.28
Br 4.92671 -5.60333 1.34024 -0.24 -0.14 0.67
H 6.99932 -5.46416 2.71672 -0.32 0.05 0.29
C -3.90955 8.74362 0.29338 -0.61 0.79 0.20
Br -3.83361 7.41354 1.71664 -1.11 3.00 -3.97
Br -2.22627 9.68902 0.10241 -0.33 -0.27 0.04
Br -4.49754 7.96760 -1.38502 0.15 0.05 0.34
H -4.65785 9.48223 0.58175 0.22 -0.05 -0.30
C 6.16040 -1.31577 -6.21140 -0.05 0.00 0.17
Br 7.36681 -0.90881 -7.67687 -0.29 -0.10 0.28
Br 6.27500 0.00615 -4.79524 0.02 -0.07 -0.46
Br 4.33513 -1.56112 -6.82478 0.40 0.11 0.16
H 6.48492 -2.26782 -5.78643 -0.12 0.46 -0.16
C 6.65204 -5.54817 -4.77388 0.01 -0.18 0.00
Br 4.92544 -5.56407 -3.89025 0.31 0.02 -0.19
Br 6.57174 -4.66211 -6.49838 0.03 -0.49 0.32
Br 8.03615 -4.79768 -3.64034 -0.22 -0.01 -0.20
H 6.92256 -6.58646 -4.96193 -0.07 0.29 0.04
C -1.08095 13.68419 1.76496 0.06 -0.07 0.08
Br -0.75559 15.58933 1.93030 -0.10 -0.38 -0.07
Br -2.90046 13.21842 2.25082 0.34 0.12 -0.13
Br -0.61419 13.02390 0.00170 -0.08 0.21 0.31
H -0.42375 13.18577 2.47610 -0.19 0.14 -0.21
C 2.94446 -4.58995 -9.90958 -0.05 -0.10 0.02
Br 1.81459 -3.03919 -10.19706 0.24 -0.27 0.10
Br 4.81828 -4.10483 -9.78704 -0.29 -0.05 -0.10
Br 2.36988 -5.62719 -8.37509 0.25 0.33 -0.29
H 2.83713 -5.22877 -10.78516 0.04 0.18 0.25
C 3.66240 -0.68764 7.05078 -0.09 0.01 -0.02
Br 3.74474 -2.01891 8.45925 0.02 0.25 -0.36
Br 5.36175 0.20301 6.77993 -0.19 -0.10 0.19
Br 3.01407 -1.42571 5.38194 0.13 0.17 0.57
H 2.94776 0.06992 7.36967 0.21 -0.20 -0.09
C -0.78277 -8.56385 -8.21878 -0.07 -0.05 -0.02
Br -1.08899 -7.01594 -9.34718 0.12 -0.26 0.36
Br 1.09749 -9.03727 -8.13518 -0.35 0.03 0.02
Br -1.54654 -8.32986 -6.45105 0.16 -0.02 -0.34
H -1.30166 -9.40232 -8.68160 0.15 0.24 0.12
C 0.54771 -4.62729 5.24657 -0.02 -0.36 0.13
Br 0.22648 -3.04542 4.16596 0.06 -0.25 0.27
Br 2.44189 -4.99161 5.45274 -0.45 -0.01 -0.09
Br -0.35853 -4.52297 6.95740 0.20 0.10 -0.41
H 0.11863 -5.47160 4.70893 0.10 0.28 0.12
C 12.12721 -5.65407 -4.72570 0.10 0.04 -0.03
Br 11.97205 -4.53735 -3.14787 -0.01 -0.16 -0.53
Br 11.43311 -7.43906 -4.41437 0.05 0.36 0.00
Br 11.31380 -4.82433 -6.27937 0.13 -0.26 0.44
H 13.19005 -5.75820 -4.93950 -0.31 0.02 0.05
C -13.33866 7.33826 6.43708 0.17 -0.13 0.10
Br -11.50327 7.96052 6.51093 -0.43 -0.08 0.04
Br -14.28115 7.67176 8.09924 0.12 -0.03 -0.36
Br -14.28995 8.06988 4.91096 0.13 -0.09 0.25
H -13.30353 6.25789 6.30206 -0.02 0.30 0.02
C -5.12520 -7.07320 -3.82717 -0.04 0.11 0.09
Br -4.01189 -8.58295 -3.32889 -0.19 0.28 -0.16
Br -4.19148 -5.84271 -5.00161 -0.19 -0.29 0.22
Br -6.81878 -7.64436 -4.58089 0.37 0.09 0.11
H -5.35150 -6.52901 -2.91132 0.07 -0.16 -0.26
C -3.66836 4.19269 8.42836 0.11 -0.11 0.01
Br -4.84341 4.32731 9.96608 0.20 -0.02 -0.32
Br -4.24822 2.82116 7.19059 -0.02 0.20 0.16
Br -3.44651 5.89805 7.53553 -0.06 -0.23 0.18
H -2.68965 3.89438 8.80138 -0.28 0.11 -0.10
C 4.65401 -11.25183 -8.53549 0.10 -0.09 -0.03
Br 3.30142 -11.96171 -9.73102 0.25 0.17 0.25
Br 5.12564 -9.42429 -8.98572 -0.17 -0.30 0.12
Br 4.13268 -11.42386 -6.67492 0.05 0.08 -0.37
H 5.54985 -11.85569 -8.67282 -0.26 0.18 0.04
C -18.30121 7.08575 5.91629 0.14 0.03 0.01
Br -18.86561 7.66924 7.67817 0.08 -0.13 -0.36
Br -18.47288 5.16521 5.70359 0.00 0.38 0.05
Br -19.22016 8.05254 4.50785 0.15 -0.21 0.29
H -17.24144 7.32286 5.82652 -0.28 -0.06 0.03
C 9.44806 -6.71323 -0.47025 0.20 0.03 -0.06
Br 9.52110 -8.65140 -0.47752 -0.02 0.41 0.04
Br 8.04485 -6.04886 0.69442 0.80 -0.34 -0.82
Br 11.17123 -5.92857 -0.04777 -0.39 -0.29 0.22
H 9.19513 -6.40018 -1.48304 0.04 -0.08 0.26
C 10.53984 -1.58165 -10.30874 -0.07 0.09 -0.02
Br 10.59977 -2.88171 -8.86981 0.00 0.31 -0.41
Br 12.27909 -0.78760 -10.63512 -0.35 -0.21 0.07
Br 9.77378 -2.33121 -11.92546 0.17 0.12 0.33
H 9.87861 -0.77873 -9.98536 0.19 -0.22 -0.09
C -4.65598 -1.98319 6.42985 -0.18 0.11 -0.13
Br -4.72166 -3.78988 5.72705 0.09 0.36 0.16
Br -4.59823 -1.96414 8.36933 0.06 -0.03 -0.34
Br -3.20033 -0.96271 5.65631 -0.14 -0.22 0.21
H -5.58210 -1.49133 6.13283 0.29 -0.10 -0.03
C -3.11559 -7.35502 -13.18469 -0.02 -0.07 -0.08
Br -4.24835 -5.80689 -13.47209 0.25 -0.30 0.11
Br -1.24084 -6.86535 -13.06971 -0.38 -0.06 -0.06
Br -3.68889 -8.39244 -11.64796 0.03 0.20 -0.35
H -3.22374 -7.99547 -14.05880 0.04 0.19 0.26
```
Forces are in eV/Å.

Atom charges from the Löwdin analysis, given in e for atoms 1 to 99: atom 1 (N): -0.048, atom 2 (C): -0.293, atom 3 (C): -0.181, atom 4 (C): -0.201, atom 5 (C): -0.195, atom 6 (C): -0.138, atom 7 (C): 0.051, atom 8 (C): -0.267, atom 9 (N): -0.197, atom 10 (S): 0.775, atom 11 (N): -0.515, atom 12 (C): -0.201, atom 13 (C): -0.122, atom 14 (C): -0.166, atom 15 (C): -0.210, atom 16 (C): -0.190, atom 17 (S): 0.726, atom 18 (O): -0.397, atom 19 (O): -0.378, atom 20 (O): -0.205, atom 21 (C): -0.317, atom 22 (P): 0.846, atom 23 (P): 0.449, atom 24 (O): -0.410, atom 25 (O): -0.265, atom 26 (O): -0.244, atom 27 (H): 0.062, atom 28 (H): -0.012, atom 29 (H): 0.060, atom 30 (H): 0.070, atom 31 (H): 0.088, atom 32 (H): 0.062, atom 33 (H): 0.103, atom 34 (H): 0.079, atom 35 (H): 0.100, atom 36 (H): 0.125, atom 37 (H): 0.101, atom 38 (H): 0.115, atom 39 (H): 0.118, atom 40 (H): 0.110, atom 41 (H): 0.100, atom 42 (H): 0.105, atom 43 (H): 0.124, atom 44 (H): 0.110, atom 45 (H): -0.060, atom 46 (H): -0.050, atom 47 (H): 0.067, atom 48 (C): -1.568, atom 49 (Br): 0.503, atom 50 (Br): 0.549, atom 51 (Br): 0.547, atom 52 (H): -0.038, atom 53 (C): -1.586, atom 54 (Br): 0.540, atom 55 (Br): 0.528, atom 56 (Br): 0.536, atom 57 (H): -0.028, atom 58 (C): -1.600, atom 59 (Br): 0.552, atom 60 (Br): 0.529, atom 61 (Br): 0.574, atom 62 (H): -0.082, atom 63 (C): -1.613, atom 64 (Br): 0.563, atom 65 (Br): 0.545, atom 66 (Br): 0.553, atom 67 (H): -0.067, atom 68 (C): -1.588, atom 69 (Br): 0.545, atom 70 (Br): 0.557, atom 71 (Br): 0.570, atom 72 (H): -0.024, atom 73 (C): -1.609, atom 74 (Br): 0.540, atom 75 (Br): 0.584, atom 76 (Br): 0.547, atom 77 (H): -0.141, atom 78 (C): -1.547, atom 79 (Br): 0.731, atom 80 (Br): 0.538, atom 81 (Br): 0.555, atom 82 (H): -0.027, atom 83 (C): -1.627, atom 84 (Br): 0.558, atom 85 (Br): 0.513, atom 86 (Br): 0.546, atom 87 (H): -0.127, atom 88 (C): -1.540, atom 89 (Br): 0.581, atom 90 (Br): 0.611, atom 91 (Br): 0.587, atom 92 (H): -0.020, atom 93 (C): -1.612, atom 94 (Br): 0.560, atom 95 (Br): 0.547, atom 96 (Br): 0.536, atom 97 (H): -0.025, atom 98 (C): -1.587, atom 99 (Br): 0.563